Density functional theory data (ωB97M-V/def2-TZVPD) for C18H24N4O2Tl as an isolated structure in a non-equilibrium geometry.

CARTESIAN COORDINATES (ANGSTROEM)
Tl -1.0820 1.6632 -0.4988
C 2.5044 0.7161 -1.2599
O 1.6442 1.8127 -1.0088
C 2.1413 3.0647 -1.4356
C 1.4260 4.1835 -0.6557
O 0.0408 4.1925 -0.9069
C -0.3946 5.0578 -1.9292
H 3.5141 0.9109 -0.8902
H 2.5637 0.4992 -2.3304
H 2.0808 -0.1428 -0.7441
H 1.9354 3.2171 -2.5065
H 3.2235 3.1263 -1.2816
H 1.8767 5.1395 -0.9342
H 1.5428 4.0093 0.4193
H -0.0646 6.0849 -1.7289
H -1.4833 5.0182 -1.9620
H 0.0130 4.7719 -2.9080
C -1.6392 -0.5148 -6.1593
C -2.3538 -0.9481 -4.8817
C -1.9241 -0.2149 -3.7376
N -1.5433 0.3629 -2.8203
H -2.1703 -0.9190 -7.0218
H -0.6260 -0.9112 -6.2172
H -1.6049 0.5671 -6.2523
H -2.2118 -2.0187 -4.6960
H -3.4341 -0.7788 -4.9820
C -1.6604 0.6424 4.6672
C -1.3942 1.2238 3.4285
N -1.1951 0.4823 2.3587
C -1.2258 -0.8293 2.4044
C -1.4963 -1.5157 3.6005
C -1.7465 -0.7322 4.7335
C -1.6170 -2.9633 3.6693
C -0.7840 -3.9107 3.2203
C 0.5263 -3.6851 2.6288
C 1.2247 -4.7693 2.0607
C 2.4599 -4.4506 1.5191
N 2.9334 -3.2328 1.5637
C 2.2597 -2.2545 2.1171
N 1.0709 -2.4803 2.6232
H -1.8530 1.2698 5.5248
H -1.3856 2.2984 3.3128
H -1.0821 -1.3601 1.4732
H -2.0269 -1.2128 5.6615
H -2.5092 -3.2888 4.1969
H -1.0572 -4.9509 3.3294
H 0.8265 -5.7720 2.0429
H 3.0804 -5.1982 1.0347
H 2.6767 -1.2595 2.1581

HOMO (alpha / beta): -0.619 / -0.619 Ha
frontier orbital gap (alpha / beta): 2.72 / 2.91 eV
strongest force on any atom: 2.40 eV/Å
net charge: +3
energy relative to the best compared isomer or geometry (same formula, charge and spin): 28.8 kcal/mol
lowest unoccupied orbital energy (alpha / beta): -14.122 / -13.932 eV